No. 1
# C2H2S4

The molecule C2H2S4 (ωB97M-V with the def2-TZVPD basis set, the OMol25 dataset).

Last column: natural (NBO) charge in e.
Positions of all 8 atoms, in Å:
S1 0.6932 -1.0107 -1.7762  0.0688
C1 0.0283 -0.6847 -0.3281  -0.3715
S2 -0.7392 -1.8974 0.6704  0.1682
C2 -0.0031 0.7049 0.3092  -0.3970
S3 -0.5277 0.9210 1.8352  0.0970
S4 0.5419 2.0706 -0.6022  0.1597
H1 -0.5289 -2.8691 -0.2107  0.1308
H2 0.8862 1.4120 -1.7109  0.1441

Maximum force: 0.5 eV/A
M: 154.31 g mol⁻¹
ΔE to the lowest compared entry with this formula, charge and spin: 0.000 eV
Gap between HOMO and LUMO: 7.002 eV

***

No. 2
# C2H2S4

The molecule C2H2S4 at a distorted geometry (ωB97M-V with the def2-TZVPD basis set, the OMol25 dataset).

Last column: natural (NBO) charge in e.
Positions of all 8 atoms, in Å:
S1 1.1114 1.4954 -1.3140  0.0790
C1 0.0985 0.7324 -0.2932  -0.3758
S2 -1.6293 0.9803 -0.2471  0.1355
C2 0.5196 -0.3857 0.5594  -0.3921
S3 0.7650 -0.2108 2.1542  0.0943
S4 0.4220 -1.8602 -0.3294  0.1599
H1 -1.6474 1.9013 -1.2540  0.1562
H2 0.3602 -2.6527 0.7241  0.1430

Maximum force: 1.5 eV/A
M: 154.31 g mol⁻¹
ΔE to the lowest compared entry with this formula, charge and spin: 0.207 eV
Gap between HOMO and LUMO: 8.116 eV

***

No. 3
# C2H30O15

A structure of composition C2H30O15 at a distorted geometry (ωB97M-V with the def2-TZVPD basis set, the OMol25 dataset).

Last column: natural (NBO) charge in e.
Positions of all 47 atoms, in Å:
O1 7.0113 -12.4052 -24.0807  -0.7464
H1 7.3593 -11.5194 -23.9553  0.4647
H2 7.5003 -13.0378 -23.5494  0.5473
H3 6.0639 -12.4552 -23.9339  0.5095
C1 8.2044 -9.1062 -22.2947  -0.8461
C2 7.9165 -10.4334 -23.0294  0.8362
O2 7.1374 -10.4659 -24.0201  -0.6848
O3 8.4551 -11.4885 -22.6683  -0.7363
H4 8.1485 -9.2998 -21.2235  0.2834
H5 7.3856 -8.4089 -22.4720  0.2692
H6 9.1433 -8.5792 -22.4643  0.3243
O4 5.4998 -7.5001 -21.6822  -0.9516
H7 5.6582 -7.9943 -20.8779  0.4638
H8 5.6492 -8.1320 -22.3855  0.4357
O5 9.2257 -12.6668 -24.4682  -0.9899
H9 9.5186 -12.1016 -23.7534  0.4696
H10 9.9511 -12.6592 -25.0927  0.4820
O6 9.1597 -7.3182 -24.7469  -0.9609
H11 9.3153 -8.1279 -24.2606  0.4398
H12 8.2091 -7.2076 -24.7309  0.4977
O7 6.9762 -8.2182 -24.8638  -0.9638
H13 6.0594 -8.3802 -25.0865  0.4902
H14 7.2714 -9.0319 -24.4554  0.4638
O8 8.8283 -11.3936 -20.3994  -0.9454
H15 8.7076 -11.0768 -21.2946  0.4683
H16 8.2881 -12.1822 -20.3491  0.4788
O9 9.1622 -9.8474 -18.8190  -0.9195
H17 9.0992 -10.1780 -19.7151  0.4727
H18 8.3621 -9.3369 -18.6947  0.4009
O10 6.3480 -8.9754 -20.1847  -0.9145
H19 6.8021 -9.0076 -19.3426  0.4905
H20 5.6765 -9.6545 -20.1214  0.4910
O11 7.1238 -10.7213 -25.9456  -0.9742
H21 7.4157 -10.7235 -25.0340  0.4194
H22 7.9303 -10.6476 -26.4557  0.4605
O12 10.8750 -8.1842 -22.4046  -0.8795
H23 11.1531 -9.0892 -22.5455  0.5016
H24 11.5355 -7.6573 -22.8545  0.5086
O13 10.3397 -10.7360 -23.5025  -0.9604
H25 9.6058 -10.9972 -22.9462  0.4381
H26 11.1180 -11.0088 -23.0167  0.4736
O14 10.1929 -8.2167 -20.3872  -0.9943
H27 9.5866 -7.4955 -20.2184  0.4443
H28 10.5771 -8.0127 -21.2399  0.4415
O15 4.8077 -10.0717 -23.5187  -0.9128
H29 5.6261 -10.0076 -23.0265  0.4533
H30 4.9854 -10.7243 -24.1960  0.4601

Maximum force: 13.3 eV/A
M: 294.25 g mol⁻¹
ΔE to the lowest compared entry with this formula, charge and spin: 16.373 eV
Gap between HOMO and LUMO: 8.778 eV

***

No. 4
# C2H31IO14P

A cluster of 13 separate species, C2H31IO14P in total at a distorted geometry (ωB97M-V with the def2-TZVPD basis set, the OMol25 dataset).

Last column: natural (NBO) charge in e.
Positions of all 49 atoms, in Å:
I1 -2.3568 -0.3395 -0.6730  -0.2341
C1 -0.5717 -0.5994 -2.0272  0.1469
C2 -0.2981 -2.1287 -2.0195  -0.1339
O1 1.0696 -2.2825 -1.9447  -0.7985
P1 1.6198 -1.2092 -0.6516  0.9453
O2 0.4264 -0.0396 -1.3559  -0.7852
H1 -0.7408 -0.1321 -2.9829  0.1693
H2 -0.6543 -2.6819 -2.8833  0.1861
H3 -0.8077 -2.5501 -1.1579  0.1489
H4 2.5274 -2.2052 -0.2083  -0.1143
H5 0.6472 -1.7157 0.3036  -0.1773
H6 1.9793 -0.2218 0.3510  -0.1556
H7 2.5798 -0.6283 -1.5756  -0.1662
O3 3.7928 -2.3250 1.8110  -0.9336
H8 3.9314 -1.5931 2.4240  0.4742
H9 4.3632 -3.0253 2.1456  0.4603
O4 -3.7369 2.9334 0.0055  -0.9758
H10 -3.1062 3.5508 0.3924  0.4768
H11 -3.3673 2.0544 0.1831  0.4878
O5 -4.4558 1.8600 -2.7008  -0.9805
H12 -4.2926 2.5089 -2.0014  0.4886
H13 -3.9865 1.0816 -2.3689  0.4721
O6 3.7611 0.4902 3.5924  -0.9383
H14 2.8906 0.7736 3.8950  0.4798
H15 4.3076 0.4948 4.3862  0.4625
O7 -2.5381 5.7373 -0.0551  -0.9591
H16 -3.2969 6.0512 -0.5585  0.4857
H17 -1.9120 6.4696 -0.0706  0.4782
O8 -1.3171 4.6542 2.6011  -0.9511
H18 -1.4789 3.7316 2.3777  0.4705
H19 -1.6973 5.1549 1.8690  0.4782
O9 0.2366 1.4570 -4.9121  -0.9541
H20 -0.6282 1.7853 -4.6385  0.4769
H21 0.7185 1.3421 -4.0805  0.4850
O10 -4.0945 -2.4047 -2.8134  -0.9438
H22 -4.4685 -1.5271 -2.9461  0.4681
H23 -4.6953 -2.8269 -2.1886  0.4758
O11 3.8050 -2.8670 4.6436  -0.9628
H24 3.0172 -3.0024 4.1002  0.4948
H25 3.8166 -1.9147 4.7943  0.4760
O12 -3.7886 -3.5701 0.2756  -0.9545
H26 -3.5533 -4.3174 0.8350  0.4611
H27 -2.9413 -3.1528 0.0637  0.4890
O13 4.4440 -4.2169 7.1355  -0.9648
H28 4.3160 -5.1540 6.9597  0.4602
H29 3.9961 -3.7703 6.3999  0.4927
O14 2.2660 3.7820 -4.7615  -0.9545
H30 1.4469 3.2778 -4.6716  0.4819
H31 2.8257 3.2111 -5.2973  0.4655

Net charge: -1
Maximum force: 2.1 eV/A
M: 437.13 g mol⁻¹
Gap between HOMO and LUMO: 6.417 eV

***

No. 5
# C2H32N2O12

A cluster of 13 separate species, C2H32N2O12 in total at a distorted geometry (ωB97M-V with the def2-TZVPD basis set, the OMol25 dataset).

Last column: natural (NBO) charge in e.
Positions of all 48 atoms, in Å:
C1 -1.4976 -0.0875 2.2216  -0.4322
N1 -1.0768 -1.4893 2.6320  -0.6777
C2 0.3583 -1.6175 2.7863  -0.0869
N2 0.9910 -1.9930 1.4975  -0.8860
H1 -2.2959 -0.1997 1.4821  0.1871
H2 -1.8351 0.4708 3.0933  0.1922
H3 -0.6824 0.2961 1.6173  0.2133
H4 -1.6458 -1.7322 3.4303  0.3710
H5 0.6532 -2.4012 3.5112  0.1860
H6 1.0020 -0.7712 3.1115  0.2059
H7 0.6911 -2.9147 1.1953  0.3630
H8 0.5881 -1.4031 0.7617  0.3677
H9 1.2857 2.1727 3.0722  0.4693
H10 2.1257 1.0789 2.3458  0.4992
O1 1.3188 1.2382 2.8902  -0.9800
H11 3.7795 -0.3559 1.2521  0.4842
H12 2.3519 -0.2564 1.0288  0.4985
O2 3.1468 0.3096 0.9748  -0.9713
H13 1.7717 1.6499 -2.4646  0.4989
H14 1.5957 0.2922 -3.1886  0.5177
O3 1.1343 1.1600 -3.0463  -1.0196
H15 3.2386 1.7156 -1.0725  0.4972
H16 2.2134 2.8948 -1.1301  0.4873
O4 2.9916 2.5203 -1.5595  -0.9434
H17 -0.5571 -1.6256 -1.6716  0.5209
H18 -0.4465 -3.1574 -1.6593  0.4971
O5 -0.1722 -2.3736 -2.1314  -0.9790
H19 1.3359 -1.8699 -2.5295  0.5066
H20 2.6837 -1.5405 -1.9691  0.4664
O6 2.1954 -1.4211 -2.7804  -0.9952
H21 -1.8078 0.3261 -0.7415  0.5096
H22 -2.6790 0.6262 -1.8386  0.5117
O7 -2.7956 0.4085 -0.8912  -0.9957
H23 -0.9982 2.9979 0.1820  0.5200
H24 0.1362 2.6987 1.1391  0.4876
O8 -0.0950 2.6484 0.2021  -0.9674
H25 -2.6869 -1.7258 -0.5776  0.4879
H26 -1.9067 -2.0413 0.6868  0.4904
O9 -2.0812 -2.3736 -0.2154  -0.9886
H27 0.1983 0.7136 -1.7487  0.5072
H28 -0.1870 1.1198 -0.3890  0.4938
O10 -0.0911 0.2717 -0.8959  -1.0527
H29 -3.2396 1.9888 1.5413  0.4695
H30 -2.9979 1.6238 0.0023  0.5006
O11 -2.8311 2.3207 0.7387  -1.0330
H31 -1.2842 -0.7310 -3.9486  0.4841
H32 -0.6132 0.5638 -3.6656  0.4993
O12 -1.2832 -0.0254 -3.2809  -0.9827

Maximum force: 2.3 eV/A
M: 276.28 g mol⁻¹
ΔE to the lowest compared entry with this formula, charge and spin: 0.000 eV
Gap between HOMO and LUMO: 9.552 eV

***

No. 6
# C2H32N2O14

A cluster of 13 separate species, C2H32N2O14 in total at a distorted geometry (ωB97M-V with the def2-TZVPD basis set, the OMol25 dataset).

Last column: natural (NBO) charge in e.
Positions of all 50 atoms, in Å:
O1 -1.4047 -2.6416 -1.4750  -0.7464
C1 -1.8711 -1.7153 -0.5715  0.5440
N1 -1.1416 -0.4767 -0.5675  -0.7507
C2 -0.2926 -0.0182 -1.7051  -0.0942
N2 1.0791 -0.3280 -1.3918  -0.9064
H1 -2.9750 -1.5282 -0.7493  0.1283
H2 -0.6469 -0.2875 0.3026  0.4149
H3 -0.7567 -0.5188 -2.6027  0.2055
H4 -0.4969 1.0321 -1.8944  0.2263
H5 1.4452 0.3620 -0.6721  0.3896
H6 1.3817 -1.2677 -1.1843  0.3912
H7 -0.9738 1.2067 2.0288  0.4979
H8 -2.5222 1.1869 2.1099  0.4657
O2 -1.7546 1.7419 2.2563  -0.9893
H9 -4.0901 1.9330 -1.1835  0.4784
H10 -3.0773 1.8747 -0.0328  0.4939
O3 -3.7265 2.4533 -0.4611  -0.9463
H11 1.7598 -3.4165 -2.0260  0.4611
H12 0.9002 -3.1895 0.2472  0.5106
O4 0.9131 -3.7956 -0.5343  -0.9866
H13 1.6426 2.1621 -3.6332  0.5000
H14 1.1434 1.2737 -2.3259  0.4983
O5 1.1952 2.1350 -2.7606  -0.9903
H15 1.8093 -4.1536 -0.5131  0.4925
H16 1.4725 -2.0485 1.8259  0.5079
O6 2.0597 -2.7981 1.7048  -0.9728
H17 -0.3206 -2.8255 3.9417  0.4898
H18 1.8000 -3.5981 2.1730  0.4839
O7 -0.2228 -2.2841 3.1586  -0.9895
H19 2.6449 1.6216 0.4478  0.5174
H20 3.2008 1.3672 1.7040  0.4876
O8 2.4924 0.9580 1.1868  -0.9990
H21 -0.5337 -2.9729 -1.2459  0.4955
H22 1.2563 -2.2721 -2.7492  0.4546
O9 1.9086 -2.9696 -2.8903  -0.9361
H23 -0.4001 3.7951 0.6072  0.4962
H24 -0.1575 3.4953 2.0210  0.4849
O10 0.1948 4.0856 1.3389  -0.9810
H25 -2.3109 3.4051 -0.9691  0.5039
H26 -1.3452 4.5525 -1.0918  0.4771
O11 -1.3613 3.6239 -0.8291  -0.9782
H27 1.3794 3.4517 0.1329  0.5089
H28 1.7691 2.6745 -1.2510  0.4970
O12 2.1120 3.0439 -0.3993  -1.0224
H29 -2.0460 -3.2843 0.7518  0.4947
H30 -0.9674 -2.4026 2.5488  0.5141
O13 -1.7507 -2.3612 0.7174  -0.8067
H31 1.1205 0.4152 1.7949  0.5211
H32 0.1906 -0.6321 2.7414  0.5129
O14 0.2750 -0.0645 1.9682  -1.0499

Maximum force: 3.8 eV/A
M: 308.28 g mol⁻¹
ΔE to the lowest compared entry with this formula, charge and spin: 0.000 eV
Gap between HOMO and LUMO: 8.725 eV

***

No. 7
# C2H33NO14

A cluster of 14 separate species, C2H33NO14 in total at a distorted geometry (ωB97M-V with the def2-TZVPD basis set, the OMol25 dataset).

Last column: natural (NBO) charge in e.
Positions of all 50 atoms, in Å:
C1 2.7711 -0.6330 -1.3634  -0.0795
O1 2.7741 -0.7912 -2.8243  -0.7558
C2 1.3487 -0.8249 -0.8344  -0.2750
N1 1.1487 0.2065 0.2026  -0.8911
H1 3.3969 -1.4946 -1.0517  0.1765
H2 3.3040 0.2960 -1.1726  0.1914
H3 2.4844 -1.6830 -3.0274  0.4648
H4 0.6226 -0.6524 -1.6382  0.1846
H5 1.2413 -1.8161 -0.3892  0.2178
H6 0.4971 0.0439 0.9551  0.3771
H7 0.9286 1.1326 -0.1388  0.3799
H8 -2.7139 -0.2620 0.4459  0.5015
H9 -3.8504 -0.9982 1.2024  0.4783
O2 -3.1325 -0.3561 1.3108  -0.9756
H10 -1.5609 2.4372 2.4523  0.5071
H11 -2.9898 1.8522 1.9987  0.4951
O3 -2.2637 2.4405 1.8040  -1.0052
H12 -0.8989 1.2542 -4.7120  0.4769
H13 -0.3236 1.9917 -3.5634  0.4999
O4 -0.8925 1.2306 -3.7467  -0.9783
H14 2.1034 -0.0947 3.9950  0.4671
H15 1.1954 1.0281 4.6596  0.4989
O5 2.0800 0.7684 4.4052  -0.9720
H16 -1.0712 3.0007 0.2015  0.5174
H17 -0.6737 3.1759 -1.3326  0.4744
O6 -0.4662 2.7444 -0.5038  -0.9864
H18 -0.1042 -3.9138 1.9266  0.4830
H19 -0.8096 -3.1140 0.7911  0.5104
O7 -0.3971 -3.0335 1.6709  -0.9823
H20 -2.3800 -1.0035 2.8439  0.4920
H21 -1.2421 -2.0255 2.8572  0.5090
O8 -1.6286 -1.2927 3.3889  -1.0065
H22 3.4282 0.9282 1.1917  0.4753
H23 3.7296 0.7596 2.6551  0.4732
O9 4.1076 1.1418 1.8587  -0.9543
H24 -0.9002 0.2302 3.6906  0.5154
H25 -1.3007 1.5382 4.4361  0.4675
O10 -0.6950 1.2000 3.7682  -1.0066
H26 2.2718 1.8000 -3.9882  0.4939
H27 1.8298 1.7205 -2.4665  0.4871
O11 1.7353 2.1875 -3.2967  -0.9725
H28 -2.0677 -1.5206 -3.4587  0.4669
H29 -0.7330 -0.8848 -3.7263  0.4988
O12 -1.1398 -1.7606 -3.5951  -0.9661
H30 -2.6391 0.1056 -1.4432  0.4662
H31 -1.4038 0.9093 -1.4266  0.5141
O13 -1.6946 -0.0054 -1.2447  -0.9665
H32 -1.0061 -3.1049 -1.9349  0.5148
H33 -1.0277 -1.9530 -0.8358  0.5021
O14 -0.9920 -2.9056 -0.9972  -1.0046

Maximum force: 3.1 eV/A
M: 295.28 g mol⁻¹
ΔE to the lowest compared entry with this formula, charge and spin: 0.000 eV
Gap between HOMO and LUMO: 8.703 eV

***

No. 8
# C2H33NO15

A cluster of 15 separate species, C2H33NO15 in total at a distorted geometry (ωB97M-V with the def2-TZVPD basis set, the OMol25 dataset).

Last column: Mulliken spin population.
Positions of all 51 atoms, in Å:
O1 -2.6419 0.1886 -0.6645  -0.0103
C1 -3.0472 0.7716 -1.6415  0.2408
C2 -2.4699 0.4860 -2.9911  0.0414
N1 -1.2273 -0.2293 -3.0084  0.1048
H1 -3.8739 1.4933 -1.5571  0.0246
H2 -3.0855 -0.0902 -3.6813  -0.0203
H3 -2.2892 1.4168 -3.5369  -0.0064
H4 -0.5064 0.1029 -2.3761  0.0638
H5 -1.0928 -1.2304 -3.0458  0.0001
H6 0.6021 0.6757 -3.6695  0.0136
H7 1.0428 -0.6437 -4.3885  -0.0016
O2 1.1928 0.3008 -4.3365  0.0267
H8 -2.1130 1.6851 1.5395  -0.0009
H9 -2.9249 1.5583 2.7607  0.0033
O3 -2.1844 2.0693 2.4172  0.0858
H10 2.2681 1.1896 -3.0647  0.0027
H11 2.6974 2.6649 -2.9735  0.0036
O4 2.9582 1.7801 -2.7034  0.0046
H12 2.2080 2.1491 0.2293  -0.0060
H13 1.1994 1.3216 -0.3852  0.0181
O5 1.2439 2.1260 0.1747  0.0665
H14 -1.2725 3.9804 -1.4754  -0.0054
H15 -0.6937 2.5781 -2.0024  0.0181
O6 -1.2907 3.3101 -2.1619  0.0226
H16 3.1675 0.3129 3.2201  -0.0146
H17 2.5276 -0.8048 4.0288  0.0294
O7 2.7987 0.1130 4.0969  0.0210
H18 1.3924 -2.4260 -2.2576  0.0711
H19 -0.0094 -3.2944 -2.1925  0.0142
O8 0.4808 -2.5417 -2.5286  -0.0963
H20 -3.6767 -0.2877 0.9155  -0.0149
H21 -3.7669 -1.0121 2.1724  0.0538
O9 -3.8661 -0.1040 1.8528  -0.1539
H22 1.0780 -2.9394 0.9914  0.1365
H23 2.4615 -2.9910 0.8981  0.1243
O10 1.7394 -2.6774 0.3214  -0.4368
H24 0.2436 -0.3083 0.1016  -0.0705
H25 1.2160 -1.2101 -0.6293  -0.0022
O11 0.6089 -0.4697 -0.7838  0.4999
H26 -0.3259 1.1522 2.3440  -0.0480
H27 0.4984 0.6025 3.4684  0.0306
O12 0.3688 0.4985 2.5140  0.0693
H28 0.4401 -3.4776 3.1203  -0.0766
H29 1.0913 -2.1870 3.4393  0.1954
O13 1.3075 -3.0535 3.0661  -0.1424
H30 2.9565 0.2076 0.7691  -0.0018
H31 4.0917 -0.8958 1.2798  0.0162
O14 3.4506 -0.2114 1.4705  -0.0367
H32 -0.9186 -1.2009 2.5525  0.1296
H33 -1.6313 -2.5167 3.0415  -0.1231
O15 -1.2917 -1.6575 3.3223  0.1361

Net charge: -1
Maximum force: 1.9 eV/A
Spin multiplicity: 2
M: 311.28 g mol⁻¹
Gap between HOMO and LUMO (spin up / spin down): 2.682 / 9.174 eV